Record 1
147
Properties=species:S:1:pos:R:3 method="wB97M-V/def2-TZVPD" relative_energy_kcal_mol=24.2 fmax_ha_per_bohr=0.0910 homo_energy_ev=-9.5750 charge=+1
Y 4.020 -0.431 2.923
F 4.340 -4.751 2.004
F 6.221 -5.113 1.051
F 6.170 -4.582 3.147
O 5.708 -1.930 2.618
O 1.819 -1.710 -8.400
O 4.805 -2.310 0.736
O 2.970 -2.567 3.362
O 2.440 0.299 1.485
O -5.024 1.679 -0.904
O -3.861 5.753 4.504
N 2.124 -2.473 4.539
N -4.302 0.954 -1.856
N 1.989 -1.298 -7.059
N -2.902 5.954 3.483
C 3.325 -3.270 -6.666
C -4.583 5.258 1.835
C -2.207 1.736 -1.030
C -2.948 3.551 2.796
C -6.050 -0.809 -2.131
C -3.019 0.460 -1.368
C -2.213 -0.383 -2.361
C 2.070 -2.509 -6.188
C 1.794 -3.146 6.819
C -0.157 -2.541 5.425
C -5.144 0.224 -2.784
C 0.680 -2.628 4.117
C 3.111 -4.679 5.274
C -2.994 -1.266 -3.300
C 4.082 -2.529 5.972
C 5.623 -4.332 1.956
C -1.629 7.693 4.682
C 1.469 0.752 0.564
C -1.603 6.369 3.952
C 1.439 2.264 0.442
C 1.075 -0.245 -6.668
C 1.502 -0.962 -4.197
C 3.155 -3.574 -0.598
C 2.452 -1.988 -4.793
C 2.767 -3.229 5.624
C 0.391 -3.603 6.423
C -5.963 1.163 -3.663
C 5.792 -2.841 1.602
C -0.614 6.564 2.719
C -2.266 5.436 1.199
C 4.554 -2.955 -0.532
C 1.345 0.182 -5.229
C 0.412 -1.398 3.265
C 0.407 -3.880 3.290
C -0.832 5.281 4.771
C -3.158 5.035 2.389
C 0.832 -3.401 -6.196
C 1.519 -0.120 -0.674
C -4.241 -0.494 -3.825
C -0.399 -0.555 -6.871
C 1.443 0.978 -7.572
C -3.189 -0.283 -0.036
C -0.794 5.554 1.595
H 2.201 -2.921 -4.258
H -1.968 3.423 3.252
H -5.386 1.897 -4.231
H 0.469 0.521 0.974
H 2.850 -3.463 3.002
H 2.474 -2.880 -1.109
H 0.827 -0.470 3.654
H -0.692 7.607 2.396
H 3.890 -4.753 4.515
H 0.732 0.305 -1.319
H -2.475 2.170 -0.067
H 0.426 6.531 3.053
H -2.316 8.399 4.212
H -4.677 4.945 0.795
H -0.411 4.571 1.879
H 0.773 -1.542 2.241
H 1.037 1.938 -7.255
H 1.793 -2.140 7.246
H 0.839 -3.777 2.296
H 0.639 -3.641 -7.240
H -5.439 -1.454 -1.497
H -0.638 -4.187 3.217
H 3.164 -4.449 -1.245
H 1.816 -0.536 -3.248
H 2.292 -5.342 5.003
H -0.657 8.154 4.839
H 3.192 -3.732 -7.641
H 1.052 -4.266 -5.568
H -0.055 -2.937 -5.768
H -0.212 4.644 4.138
H -0.309 5.797 0.645
H -0.893 0.390 -7.136
H -3.894 0.257 -4.537
H -6.715 1.712 -3.089
H -4.852 -1.278 -4.271
H 0.532 -4.618 6.052
H -0.158 5.668 5.541
H -1.154 -2.858 5.129
H 3.543 -5.108 6.181
H 2.258 0.785 -5.243
H 1.204 2.541 -0.591
H -3.796 3.284 3.422
H -0.375 -3.560 7.197
H -4.253 6.624 4.639
H -2.394 4.654 0.445
H 2.534 1.064 -7.550
H 0.791 -4.760 3.812
H -2.350 -0.301 0.669
H -1.457 -0.969 -1.831
H 2.676 -1.558 -8.811
H 2.507 -0.139 -1.126
H 1.209 0.810 -8.624
H 0.515 0.779 -4.842
H -0.003 -1.610 5.962
H -2.591 6.351 0.700
H 5.337 -3.670 -0.791
H -1.635 0.336 -2.952
H 2.556 -3.639 0.311
H -6.732 -0.281 -1.457
H 0.462 -1.288 -4.083
H 4.146 -2.554 -6.666
H -6.688 -1.387 -2.797
H 4.558 -3.086 6.785
H -4.775 6.331 1.715
H 1.028 -1.093 -0.603
H -6.474 0.610 -4.454
H -2.443 -1.686 -4.143
H -2.932 2.905 1.916
H -3.496 -1.335 -0.115
H -5.349 4.888 2.514
H 3.485 -1.740 -4.560
H -0.651 -1.188 -7.720
H -5.342 2.464 -1.367
H 3.599 -4.017 -5.916
H -1.481 4.606 5.338
H -3.985 0.092 0.618
H -0.940 -0.814 -5.957
H 0.714 2.874 0.984
H 2.409 2.661 0.753
H -2.353 2.545 -1.748
H -2.058 7.473 5.667
H -1.145 1.480 -1.003
H -0.651 -1.260 3.042
H 6.779 -2.810 1.117
H -3.452 -2.181 -2.903
H 4.685 -2.239 -1.346
H 4.837 -2.614 5.183
H 2.165 -3.799 7.613
H 3.960 -1.513 6.357

Record 2
33
Properties=species:S:1:pos:R:3 method="wB97M-V/def2-TZVPD" relative_energy_kcal_mol=15.6 smiles=CCc1ccccc1.Cc1ccccc1 fmax_ha_per_bohr=0.0445 homo_energy_ev=-8.9113
C -0.294 -2.192 1.284
C 2.863 1.749 -0.807
C 1.547 1.781 -1.304
C -3.505 0.100 -1.564
C -2.125 -3.572 0.707
C -0.729 -1.275 0.327
C 4.309 1.553 1.302
C 3.072 2.024 0.528
C 2.041 2.577 1.303
C -0.946 -3.405 1.421
C -1.815 -1.503 -0.497
C 0.741 2.539 0.846
C -2.534 -2.676 -0.258
C 0.519 2.080 -0.458
C -2.114 -0.610 -1.653
H 0.627 -2.006 1.815
H -1.410 0.171 -1.907
H -3.316 1.147 -1.311
H 5.163 2.223 1.253
H -0.135 2.708 1.460
H -3.445 -2.848 -0.800
H 3.683 1.351 -1.397
H -2.220 -1.259 -2.519
H -0.498 -4.129 2.086
H 3.961 1.288 2.299
H -2.817 -4.375 0.888
H 1.396 1.437 -2.308
H -4.041 0.102 -2.511
H 4.532 0.598 0.877
H 2.347 2.982 2.254
H -0.169 -0.356 0.191
H -4.177 -0.214 -0.780
H -0.509 2.008 -0.767

Record 3
12
Properties=species:S:1:pos:R:3 method="wB97M-V/def2-TZVPD" relative_energy_kcal_mol=12.8 smiles=C[C@@H](S)C(F)F fmax_ha_per_bohr=0.0549 homo_energy_ev=-9.4094
S 1.214 -1.473 0.625
F -1.932 -1.723 -0.089
F -1.629 0.037 1.276
C -1.327 -0.473 0.019
C 0.119 -0.341 -0.235
C 0.604 1.136 0.096
H -1.785 0.284 -0.735
H 0.310 1.450 1.107
H 0.158 -0.512 -1.260
H 1.664 1.090 0.029
H 0.393 1.925 -0.634
H 2.211 -1.400 -0.201

Record 4
4
Properties=species:S:1:pos:R:3 method="wB97M-V/def2-TZVPD" relative_energy_kcal_mol=91.8 fmax_ha_per_bohr=0.0462 homo_energy_ev="-9.8276 / -10.1806"
S -1.446 1.405 0.498
F -1.920 -0.126 0.634
N 1.644 -0.847 -1.095
C 1.723 -0.432 -0.037

Record 5
105
Properties=species:S:1:pos:R:3 method="wB97M-V/def2-TZVPD" relative_energy_kcal_mol=0.0 fmax_ha_per_bohr=0.0250 homo_energy_ev=-8.1553
Bi -0.217 0.578 -0.081
S 1.783 -1.517 1.704
P -1.114 -2.362 0.253
P 2.567 0.002 -0.920
O -1.775 1.770 1.743
O 3.223 -1.796 1.886
O -3.819 2.199 1.161
O -2.505 1.134 -0.189
N -0.241 4.761 -0.843
N -1.010 4.404 -1.889
N -2.728 1.733 0.936
N -0.761 -0.831 -4.016
N -1.589 2.296 -2.839
N -0.619 0.204 -2.163
N -1.324 0.369 -4.225
N -0.332 -0.947 -2.822
N -0.196 2.630 -0.899
N 0.243 3.744 -0.250
C 3.250 4.575 3.103
C 3.688 2.000 -4.958
C 2.134 1.637 -3.164
C -5.276 -2.411 0.207
C 4.619 1.208 -4.302
C -1.221 -5.301 3.883
C -0.973 3.090 -1.906
C 3.704 2.380 -0.020
C -0.966 -3.562 -1.114
C -3.203 -1.196 1.565
C -0.519 -5.351 -3.199
C 1.036 1.712 4.161
C 0.939 0.477 3.494
C -1.527 -4.405 -3.295
C 2.531 2.413 2.429
C 4.301 0.613 -3.091
C -1.218 1.004 -3.076
C 2.386 1.231 1.675
C 1.031 -2.466 3.046
C 2.445 2.211 -4.385
C 3.295 3.524 2.027
C 0.069 -4.495 -1.034
C 3.937 -1.214 -0.843
C 2.319 3.992 4.194
C -1.997 -5.464 2.772
C 0.289 -5.384 -2.072
C -0.101 -5.310 6.028
C -0.059 -3.360 2.830
C 6.018 -3.045 -0.942
C -4.511 -0.886 1.891
C 3.053 0.826 -2.501
C 1.633 0.194 2.340
C 1.459 -3.346 5.280
C -0.934 -3.517 1.706
C 2.980 1.265 0.357
C -1.846 -4.556 1.714
C 1.758 -2.486 4.211
C -1.136 -6.079 5.170
C -3.963 -2.718 -0.125
C 1.895 2.649 3.666
C -5.553 -1.478 1.192
C -0.277 -4.260 3.902
C -1.741 -3.500 -2.268
C 3.800 -2.381 -1.585
C 0.443 -4.244 5.113
C 3.898 3.500 0.803
C 4.845 -3.291 -1.639
C -2.914 -2.089 0.533
C 6.146 -1.884 -0.190
C 5.112 -0.965 -0.145
H -6.086 -2.904 -0.316
H 1.094 -6.104 -2.001
H -2.736 -6.252 2.700
H 0.313 -0.290 3.929
H 1.454 4.629 4.381
H 5.598 1.047 -4.733
H -4.720 -0.165 2.669
H 4.250 4.768 3.496
H 2.613 -1.826 4.286
H -0.361 -6.062 -4.000
H 2.870 5.520 2.713
H -0.804 -7.099 4.968
H 1.174 1.826 -2.717
H -2.144 -4.358 -4.182
H 5.214 -0.062 0.443
H 0.703 -4.516 -0.155
H 4.478 4.337 0.435
H 7.056 -1.698 0.365
H -2.105 -6.145 5.666
H 2.844 3.876 5.145
H 4.744 -4.196 -2.224
H -0.577 -4.839 6.890
H 2.879 -2.567 -2.129
H -2.493 -4.671 0.854
H 2.055 -3.314 6.183
H -2.141 2.760 -3.542
H 3.930 2.447 -5.913
H 0.688 -5.960 6.407
H -3.775 -3.456 -0.891
H 5.026 -0.017 -2.599
H -6.576 -1.208 1.418
H -2.493 -2.734 -2.385
H 6.835 -3.754 -0.984
H 0.467 1.875 5.067
H 4.131 2.403 -1.014
H -2.383 -0.748 2.120
H 1.707 2.821 -4.891

Record 6
58
Properties=species:S:1:pos:R:3 method="wB97M-V/def2-TZVPD" relative_energy_kcal_mol=9.3 fmax_ha_per_bohr=0.0298 homo_energy_ev=-7.8487
S 0.552 1.902 1.742
O -0.662 1.640 2.539
O 0.287 1.792 -1.471
N 0.776 3.143 -3.213
N 0.124 -2.682 -1.460
N -2.261 0.747 -0.146
N 2.005 3.275 -1.264
N 2.320 -1.842 -0.566
N -0.408 -1.488 -1.767
N 2.146 -0.512 -0.606
N -3.009 -1.429 0.114
N 0.494 -2.544 1.010
N -0.069 -1.350 1.272
C 1.914 0.958 2.501
C -3.269 -0.089 0.138
C -0.388 -3.644 -2.250
C 3.346 0.009 -0.835
C 3.614 -2.160 -0.756
C 0.332 -3.379 2.050
C -4.818 1.730 0.332
C -4.571 0.380 0.393
C 1.175 3.506 2.390
C -1.291 -3.055 -3.111
C 0.986 2.667 -1.956
C -2.525 2.053 -0.188
C -0.366 -2.708 3.036
C -0.593 -1.437 2.491
C -1.263 -1.699 -2.759
C 4.323 -0.991 -0.936
C -3.773 2.600 0.031
B 1.169 -2.840 -0.340
Li -0.068 0.099 -0.422
H -2.030 -1.672 0.135
H 0.008 2.758 -3.732
H -5.358 -0.326 0.629
H 3.947 -3.184 -0.753
H -0.662 -3.085 3.999
H 2.298 2.785 -0.438
H 1.816 -0.074 2.181
H 5.379 -0.880 -1.111
H 2.710 3.797 -1.753
H 3.477 1.074 -0.932
H 0.710 -4.388 2.022
H 0.426 4.262 2.162
H 1.288 3.409 3.468
H -5.815 2.111 0.517
H 2.870 1.356 2.157
H -1.881 -3.538 -3.871
H -1.676 2.688 -0.413
H 1.280 3.918 -3.598
H -3.929 3.668 -0.021
H -0.080 -4.672 -2.155
H -1.096 -0.587 2.924
H -3.645 -2.042 0.590
H 1.824 1.036 3.584
H -1.818 -0.875 -3.179
H 2.125 3.769 1.925
H 1.601 -3.958 -0.334

Record 7
15
Properties=species:S:1:pos:R:3 method="wB97M-V/def2-TZVPD" relative_energy_kcal_mol=21.4 fmax_ha_per_bohr=0.0797 homo_energy_ev=-8.9367
I 0.568 3.107 0.276
P -1.406 0.963 1.782
C 0.030 0.165 -0.535
C 0.144 1.104 0.714
C -0.731 -1.045 0.036
C 1.394 -0.105 -1.118
C -1.676 -0.549 1.049
H 0.019 -1.505 0.739
H -2.423 -1.204 1.302
H 2.015 0.708 -0.985
H 1.293 -0.349 -2.138
H -1.257 -1.722 -0.603
H 1.621 -1.100 -0.621
H 1.056 0.830 1.377
H -0.647 0.700 -1.276

Record 8
12
Properties=species:S:1:pos:R:3 method="wB97M-V/def2-TZVPD" relative_energy_kcal_mol=133.7 fmax_ha_per_bohr=0.0371 homo_energy_ev=-7.3997
C -0.576 -1.270 -0.319
C 1.259 -0.187 0.990
C 0.669 0.953 -0.652
C 0.409 -0.379 -0.102
H -7.119 2.801 0.546
H -7.164 3.081 -0.138
H 1.590 1.115 -1.215
H 1.345 -0.851 1.851
H -0.567 -2.093 0.387
H -1.235 -1.109 -1.160
H 0.504 1.836 -0.047
H 2.201 0.337 0.933

Record 9
7
Properties=species:S:1:pos:R:3 method="wB97M-V/def2-TZVPD" relative_energy_kcal_mol=37.1 spin_multiplicity=2 fmax_ha_per_bohr=0.0560 homo_energy_ev="-15.1673 / -14.6926" charge=+2
Ba -2.026 -4.494 -1.521
O -0.214 -2.728 -0.756
O 1.422 -1.231 -0.103
C 0.643 -1.995 -0.445
C 0.054 3.526 0.953
C 0.395 2.395 0.685
H -0.273 4.526 1.187

Record 10
14
Properties=species:S:1:pos:R:3 method="wB97M-V/def2-TZVPD" relative_energy_kcal_mol=0.0 fmax_ha_per_bohr=0.0686 homo_energy_ev=2.3557 charge=-2
O 0.716 1.872 -0.192
O -3.089 0.139 -0.252
O 0.175 -2.446 -0.457
O -1.696 1.882 -0.542
N -0.772 -1.557 0.125
C -1.947 0.625 -0.330
C -0.608 -0.185 -0.121
C 1.884 -0.090 0.449
C 0.608 0.487 0.037
H -0.317 2.123 -0.274
H 1.720 -1.125 0.960
H -1.694 -1.846 -0.118
H 2.488 -0.353 -0.458
H 2.529 0.474 1.174

Record 11
28
Properties=species:S:1:pos:R:3 method="wB97M-V/def2-TZVPD" relative_energy_kcal_mol=24.1 smiles="Cc1c[nH]c2ccccc12.CC(N)=O" fmax_ha_per_bohr=0.0590 homo_energy_ev=-8.0492
O -1.932 -2.550 2.614
N 2.671 0.631 -0.840
N -2.726 -1.444 0.808
C -1.269 1.239 -1.787
C 1.356 1.002 0.943
C 1.431 0.944 -1.357
C -0.811 1.191 -0.485
C -0.418 0.885 -2.864
C -0.633 -2.556 0.505
C 0.776 1.075 2.329
C -1.714 -2.184 1.486
C 0.939 0.779 -2.662
C 0.571 1.204 -0.265
C 2.647 0.815 0.527
H 1.359 0.461 3.004
H 3.479 0.676 -1.446
H -2.277 1.612 -1.929
H -2.502 -1.041 -0.081
H 0.286 -2.853 1.019
H -0.865 -3.460 -0.052
H -0.401 -1.626 -0.010
H -3.359 -1.026 1.453
H -0.268 0.771 2.297
H -1.520 1.278 0.326
H 3.539 0.978 1.111
H 0.821 2.105 2.699
H -0.748 0.632 -3.859
H 1.568 0.461 -3.484

Record 12
14
Properties=species:S:1:pos:R:3 method="wB97M-V/def2-TZVPD" relative_energy_kcal_mol=95.7 fmax_ha_per_bohr=0.0493 homo_energy_ev="-9.0628 / -8.2324"
O 1.493 -1.345 3.060
N -0.482 -0.999 0.168
C -0.984 -0.306 -1.019
C -0.025 0.884 -1.208
C 0.595 1.177 0.181
B 0.391 -0.222 0.845
H 0.022 1.942 0.709
H 0.774 0.592 -1.892
H 0.984 -2.155 3.048
H -0.537 1.749 -1.625
H 1.612 1.549 0.092
H -0.986 -0.980 -1.881
H -2.011 0.032 -0.839
H -0.846 -1.918 0.363